No. 1
The following is a DFT calculation (the ωB97M-V functional and the def2-TZVPD basis) of 2 unconnected molecules or ions with the total composition C37H45N4.

```
! RIJCOSX wB97M-V def2-TZVPD def2/J DEFGRID3
* xyz 1 1
C -7.826 -2.522 5.666
N -7.505 -1.441 4.760
C -8.618 -0.609 4.337
C -6.233 -1.208 4.341
C -5.895 -0.074 3.551
C -4.575 0.191 3.209
C -3.522 -0.705 3.543
C -2.147 -0.364 3.286
C -1.135 -0.979 3.998
C 0.231 -0.579 4.145
C 1.192 -1.614 4.468
C 0.835 -2.969 4.254
C 1.710 -4.009 4.480
C 3.036 -3.744 4.910
N 3.966 -4.735 4.947
C 5.342 -4.458 5.314
C 3.684 -6.078 4.491
C 3.363 -2.409 5.278
C 2.455 -1.379 5.079
C 0.577 0.823 4.105
C -0.404 1.786 4.456
C -0.108 3.129 4.556
C 1.216 3.577 4.339
N 1.556 4.872 4.570
C 2.912 5.336 4.372
C 0.620 5.804 5.154
C 2.195 2.637 3.918
C 1.881 1.294 3.810
C -3.888 -1.892 4.238
C -5.179 -2.109 4.686
H -7.354 -2.378 6.649
H -8.913 -2.531 5.802
H -7.506 -3.490 5.260
H -8.511 0.430 4.674
H -8.747 -0.606 3.246
H -9.519 -1.027 4.792
H -6.682 0.607 3.234
H -4.308 1.103 2.682
H -1.946 0.464 2.601
H -1.404 -1.863 4.585
H -0.158 -3.216 3.882
H 1.367 -5.020 4.285
H 5.650 -3.483 4.913
H 5.471 -4.428 6.406
H 5.991 -5.234 4.906
H 2.610 -6.263 4.480
H 4.076 -6.251 3.473
H 4.145 -6.808 5.171
H 4.347 -2.182 5.695
H 2.740 -0.387 5.408
H -1.415 1.458 4.709
H -0.891 3.834 4.832
H 3.635 4.698 4.897
H 3.190 5.361 3.309
H 2.987 6.351 4.773
H -0.031 5.305 5.883
H 1.197 6.574 5.663
H -0.016 6.268 4.390
H 3.217 2.963 3.726
H 2.665 0.599 3.520
H -3.144 -2.661 4.457
H -5.384 -2.979 5.313
C -1.818 5.775 2.139
C -2.999 5.067 1.889
C -2.980 3.921 1.090
C -1.769 3.458 0.571
C -1.738 2.276 -0.385
C -1.379 2.659 -1.845
C -0.441 1.555 -2.361
C -0.119 0.667 -1.143
N -0.772 1.286 -0.016
C -0.586 4.146 0.837
C -0.603 5.302 1.621
H -1.837 6.692 2.731
H -3.944 5.416 2.304
H -3.889 3.376 0.831
H -2.749 1.829 -0.416
H -2.297 2.710 -2.436
H -0.871 3.627 -1.895
H -0.945 0.975 -3.148
H 0.487 1.982 -2.765
H -0.475 -0.361 -1.317
H 0.968 0.607 -0.999
H -0.782 0.828 0.882
H 0.342 3.766 0.402
H 0.334 5.828 1.808
*
```

The frontier orbital gap is 5.62 eV.



No. 2
The following is a DFT calculation (the ωB97M-V functional and the def2-TZVPD basis) of a molecular structure, C37H45N9O5S3W.

```
! RIJCOSX wB97M-V def2-TZVPD def2/J DEFGRID3
* xyz 2 3
W -19.636 -4.747 -3.276
C -21.974 -3.349 -6.908
N -21.327 -2.406 -5.964
C -21.916 -1.083 -5.808
C -20.314 -2.770 -5.243
O -19.855 -3.956 -5.232
C -19.585 -1.788 -4.334
O -18.668 -2.604 -3.594
C -17.957 -2.007 -2.491
C -18.014 -3.027 -1.403
O -18.559 -4.165 -1.612
N -17.447 -2.808 -0.266
C -17.519 -3.928 0.724
C -16.839 -1.547 0.111
H -22.226 -2.811 -7.781
H -22.915 -3.546 -6.346
H -21.403 -4.278 -7.018
H -22.940 -1.175 -5.869
H -21.633 -0.405 -6.608
H -21.757 -0.611 -4.815
H -20.236 -1.215 -3.722
H -18.997 -1.072 -4.959
H -18.473 -1.101 -2.185
H -16.922 -1.754 -2.835
H -18.545 -4.277 0.807
H -17.228 -3.427 1.616
H -16.840 -4.768 0.489
H -17.459 -0.638 -0.021
H -15.810 -1.395 -0.342
H -16.655 -1.677 1.176
O -25.125 -4.573 -4.057
C -24.805 -3.391 -3.541
C -25.867 -2.515 -3.294
C -25.634 -1.186 -2.961
C -24.312 -0.781 -2.691
C -23.292 -1.710 -2.743
C -23.510 -3.003 -3.223
C -22.332 -3.912 -3.410
O -21.258 -3.560 -2.745
N -22.450 -4.933 -4.189
N -21.324 -5.742 -4.166
C -21.474 -6.913 -4.694
S -23.014 -7.460 -5.249
C -22.243 -8.821 -6.173
C -21.125 -9.395 -5.369
S -20.092 -8.007 -4.859
H -24.279 -4.998 -4.393
H -26.837 -2.910 -3.489
H -26.426 -0.452 -2.855
H -24.188 0.257 -2.417
H -22.227 -1.492 -2.469
H -21.879 -8.454 -7.142
H -23.000 -9.599 -6.315
H -20.533 -10.147 -5.928
H -21.535 -9.867 -4.474
S -16.189 -7.661 -2.620
C -15.681 -6.677 -3.938
C -14.487 -6.762 -4.690
C -14.309 -5.999 -5.810
C -15.296 -5.064 -6.127
C -16.471 -4.931 -5.398
C -16.707 -5.767 -4.323
N -17.873 -5.927 -3.572
C -17.767 -6.905 -2.716
C -18.781 -7.185 -1.775
C -18.700 -8.230 -0.814
C -19.748 -8.394 0.070
C -20.831 -7.538 0.021
C -20.892 -6.543 -0.923
C -19.899 -6.369 -1.894
H -13.701 -7.434 -4.470
H -13.464 -6.150 -6.403
H -15.233 -4.472 -7.058
H -17.247 -4.244 -5.709
H -17.891 -8.937 -0.842
H -19.613 -9.108 0.858
H -21.507 -7.696 0.847
H -21.746 -5.818 -0.967
C -21.777 -3.302 0.879
N -22.691 -2.486 1.610
C -22.433 -2.563 3.026
N -21.078 -2.141 3.310
C -20.155 -3.003 2.578
N -20.367 -2.880 1.107
C -20.205 -1.442 0.735
N -21.140 -0.592 1.449
C -22.548 -1.104 1.191
C -20.906 -0.760 2.842
H -22.005 -3.169 -0.197
H -21.849 -4.338 1.166
H -22.569 -3.606 3.324
H -23.163 -1.926 3.526
H -20.290 -4.019 2.855
H -19.125 -2.770 2.810
H -20.361 -1.388 -0.333
H -19.217 -1.020 0.978
H -22.760 -1.033 0.109
H -23.314 -0.470 1.667
H -21.612 -0.131 3.425
H -19.904 -0.382 3.100
*
```

The frontier orbital gap (spin up / spin down) is 6.91 / 6.70 eV. As for the expectation value of S²: 2.012. The energy above the lowest of the compared OMol25 structures with the same formula, charge and spin is 92.0 kJ/mol.



> What is the formula in the first record?

C37H45N4